Molecular formula: C39H91O21PS2
Method: DFT, ωB97M-V/def2-TZVPD

Last column: Mulliken charge in e.
CARTESIAN COORDINATES (ANGSTROEM)
C -3.66 -3.91 -3.30  -1.112
C -3.34 -5.41 -3.05  -0.303
C -2.48 -5.64 -1.80  -0.813
C -3.33 -6.17 -0.64  -0.506
C -2.45 -6.52 0.57  -1.239
C -2.74 -5.62 1.78  -0.033
C -4.19 -5.80 2.27  -0.891
C -4.30 -5.41 3.77  -0.135
C -5.17 -4.18 4.00  -0.952
C -4.86 -3.53 5.38  -0.785
C -4.62 -2.02 5.29  -1.602
C -3.18 -1.62 5.01  0.951
S -2.10 -2.14 6.43  1.533
C -1.30 -3.69 6.08  -0.389
O -1.15 -1.13 6.71  -0.604
O -2.96 -2.38 7.55  -0.718
O -3.20 -0.17 5.17  -0.391
S -3.62 0.53 3.82  0.921
O -2.91 1.70 3.62  -0.292
O -5.01 0.63 3.64  -0.643
O -3.18 -0.69 2.83  -0.338
C -2.71 -1.80 3.57  0.850
C -1.27 -2.14 3.15  -1.573
P 0.02 -0.94 3.59  0.542
O -0.46 0.32 4.11  -0.526
O 1.05 -1.61 4.61  -0.510
O 0.84 -0.64 2.24  -0.363
H -4.72 -3.73 -3.15  0.292
H -3.40 -3.65 -4.32  0.225
H -3.14 -3.26 -2.61  0.338
H -4.27 -5.95 -2.93  0.363
H -2.83 -5.77 -3.93  0.233
H -1.74 -6.40 -2.02  0.326
H -1.99 -4.73 -1.49  0.344
H -3.84 -7.07 -0.97  0.340
H -4.07 -5.41 -0.41  0.230
H -2.71 -7.52 0.89  0.442
H -1.40 -6.47 0.31  0.522
H -2.05 -5.91 2.57  0.466
H -2.60 -4.58 1.51  -0.074
H -4.39 -6.86 2.20  0.472
H -4.87 -5.23 1.66  0.357
H -3.32 -5.15 4.12  -0.351
H -4.68 -6.25 4.32  0.525
H -6.22 -4.45 3.97  0.470
H -5.02 -3.45 3.21  0.581
H -4.08 -4.06 5.90  0.513
H -5.75 -3.68 5.98  0.559
H -5.28 -1.61 4.54  0.576
H -4.87 -1.57 6.24  0.487
H -1.40 -4.35 6.92  0.396
H -1.79 -4.15 5.23  -0.298
H -0.28 -3.50 5.78  0.359
H -3.26 -2.64 3.16  -0.704
H -1.27 -2.16 2.07  0.876
H -0.96 -3.13 3.47  0.479
H 1.64 -0.87 4.86  0.309
H 1.43 -1.38 2.01  0.255
C 5.64 -3.84 0.07  -0.761
O 4.49 -3.12 0.49  -0.350
C 4.80 -2.03 1.34  -0.587
C 4.88 -0.71 0.59  -0.110
O 5.93 -0.69 -0.36  -0.409
C 5.50 -1.01 -1.68  -0.753
H 5.36 -4.41 -0.82  0.252
H 6.47 -3.18 -0.18  0.321
H 5.95 -4.54 0.85  0.315
H 5.72 -2.21 1.89  0.372
H 3.98 -1.95 2.07  0.262
H 5.09 0.08 1.31  0.251
H 3.92 -0.47 0.11  0.313
H 5.07 -0.13 -2.16  0.287
H 4.77 -1.82 -1.69  0.342
H 6.38 -1.32 -2.24  0.263
C -2.23 4.58 3.53  -0.620
O -2.70 5.87 3.89  -0.396
C -1.89 6.93 3.40  -0.405
C -2.41 7.50 2.10  -0.495
O -2.40 6.55 1.05  -0.326
C -3.64 5.90 0.87  -0.747
H -3.05 3.88 3.62  0.206
H -1.85 4.55 2.50  0.241
H -1.42 4.27 4.21  0.368
H -0.86 6.59 3.29  0.228
H -1.91 7.72 4.16  0.384
H -1.76 8.32 1.80  0.369
H -3.42 7.91 2.24  0.315
H -4.32 6.52 0.27  0.335
H -4.13 5.65 1.81  0.399
H -3.46 4.97 0.32  0.159
C -0.77 -6.22 -6.99  -0.901
O -1.41 -5.06 -6.48  -0.238
C -0.74 -3.86 -6.82  -0.485
C -1.34 -3.18 -8.03  -0.534
O -1.22 -3.97 -9.21  -0.385
C -2.38 -4.73 -9.49  -0.683
H -1.51 -7.03 -7.00  0.251
H -0.41 -6.07 -8.01  0.416
H 0.06 -6.51 -6.35  0.303
H 0.33 -4.04 -6.96  0.357
H -0.85 -3.18 -5.96  0.379
H -0.79 -2.25 -8.22  0.379
H -2.39 -2.92 -7.85  0.306
H -3.13 -4.11 -10.00  0.320
H -2.83 -5.16 -8.59  0.267
H -2.09 -5.54 -10.16  0.256
C 1.77 2.98 1.26  -0.909
O 3.07 2.71 0.75  -0.178
C 3.66 3.81 0.09  -0.579
C 4.60 4.60 0.98  -0.160
O 3.93 5.19 2.09  -0.422
C 4.00 4.41 3.27  -0.684
H 1.56 2.23 2.02  0.191
H 1.70 3.97 1.71  0.411
H 1.03 2.89 0.47  0.321
H 2.89 4.47 -0.33  0.304
H 4.25 3.41 -0.75  0.372
H 5.03 5.41 0.40  0.163
H 5.42 3.96 1.33  0.279
H 4.95 4.58 3.78  0.332
H 3.88 3.35 3.07  0.241
H 3.19 4.74 3.93  0.262
C 11.06 6.00 -1.37  -0.724
O 10.03 6.87 -0.91  -0.391
C 9.02 7.11 -1.88  -0.582
C 7.82 6.21 -1.69  -0.242
O 8.13 4.83 -1.87  -0.389
C 8.39 4.15 -0.65  -0.404
H 11.57 5.60 -0.50  0.249
H 10.66 5.17 -1.95  0.326
H 11.78 6.55 -1.98  0.314
H 9.43 7.01 -2.89  0.323
H 8.70 8.14 -1.75  0.376
H 7.07 6.47 -2.45  0.388
H 7.36 6.37 -0.71  0.181
H 7.44 3.87 -0.18  -0.029
H 8.97 4.76 0.05  0.347
H 8.95 3.25 -0.89  0.284
C -4.92 2.79 -2.69  -0.730
O -4.25 2.28 -3.84  -0.368
C -4.29 3.17 -4.95  -0.476
C -3.04 4.02 -5.05  -0.451
O -2.88 4.89 -3.94  -0.378
C -2.02 4.37 -2.94  -0.610
H -4.55 2.24 -1.82  0.227
H -4.74 3.85 -2.54  0.324
H -6.00 2.62 -2.78  0.338
H -5.18 3.79 -4.90  0.309
H -4.36 2.54 -5.84  0.373
H -3.13 4.65 -5.94  0.368
H -2.15 3.39 -5.18  0.308
H -0.98 4.55 -3.21  0.320
H -2.17 3.30 -2.78  0.339
H -2.24 4.90 -2.01  0.118

Summary:
Energy: -115867.908 eV
SMILES string: CCCCCCCCCCC[C@]1(S(C)(=O)=O)OS(=O)(=O)O[C@H]1CP(=O)(O)O.COCCOC.COCCOC.COCCOC.COCCOC.COCCOC.COCCOC
Maximum force: 2.29 eV/A
Gap between HOMO and LUMO: 8.62 eV
Total charge: 0